(1)
The following is a quantum chemistry calculation of an isolated molecule of C5H8N2, from the Open Molecules 2025 dataset.

The geometry in XYZ format:
```
15
Properties=species:S:1:pos:R:3
C -2.30692 -0.09352 0.55337
C -1.33735 -0.71903 -0.44539
N -0.05690 -0.04710 -0.37381
C 0.95018 -0.72103 0.01130
C 2.26800 -0.11025 0.16146
N 2.39315 1.14962 -0.05772
C 2.27398 2.35214 -0.14296
H -3.30580 -0.53102 0.45541
H -1.95669 -0.25326 1.57862
H -2.37664 0.98555 0.38562
H -1.72929 -0.58672 -1.46176
H -1.25132 -1.80489 -0.26392
H 0.89148 -1.79288 0.25683
H 3.14341 -0.68383 0.44516
H 2.40071 2.85622 -1.10221
```

Values from the calculation:
HOMO (spin up / spin down)   -8.0 / -8.0 eV
Relative energy (zero: lowest compared OMol25 entry of this formula, charge and spin)   295.47 kJ/mol
Energy   -8291.934 eV
Total charge   0
Gap between HOMO and LUMO (spin up / spin down)   8.448 / 8.449 eV

Löwdin atomic charge list, values in e, 6 entries:
1. C -0.1066
2. C -0.3129
3. N 0.0199
4. C -0.1775
5. C -0.1326
6. N -0.0615

---

(2)
The following is a quantum chemistry calculation of a cluster of 16 separate species, C40H109N29O16 in total in a non-equilibrium geometry, from the Open Molecules 2025 dataset.

The geometry in XYZ format:
```
194
Properties=species:S:1:pos:R:3
C 32.98735 17.64093 13.27384
C 32.03499 17.67661 12.06137
C 32.64554 16.63458 11.07263
C 31.63220 16.24860 9.99621
C 30.30173 15.82629 10.58237
C 29.67453 16.83365 11.55426
N 30.67263 17.31540 12.52496
O 30.18651 18.37447 13.34737
C 28.86573 17.93376 10.88321
C 28.75759 15.96632 12.46123
C 32.09172 18.98479 11.30387
H 33.94376 18.06219 12.95536
H 33.20420 16.60616 13.53517
H 32.54389 18.22074 14.08119
H 33.59705 16.94878 10.64535
H 32.83657 15.70387 11.61891
H 32.02052 15.36121 9.49035
H 31.41240 16.99912 9.23498
H 30.38062 14.83604 11.04259
H 29.69179 15.61735 9.69946
H 29.39804 18.65774 10.26879
H 28.08692 17.46636 10.27748
H 28.37610 18.51202 11.66790
H 29.31519 15.31035 13.13034
H 28.13011 16.60500 13.08982
H 28.06209 15.30043 11.94162
H 33.08582 19.38359 11.08683
H 31.71043 19.84785 11.86231
H 31.49238 18.92047 10.39823
H 30.01500 17.91512 14.17706
C 36.64478 17.14241 13.01049
C 38.04109 17.57612 12.51486
C 38.64664 16.25126 11.91406
C 39.82375 16.55829 11.02229
C 39.48623 17.51358 9.87999
C 38.90495 18.85561 10.41605
N 37.86629 18.58516 11.43335
O 37.24858 19.78999 11.91058
C 40.11995 19.71405 10.95093
C 38.24867 19.50571 9.20394
C 38.95372 18.07899 13.64891
H 36.14850 17.93889 13.56810
H 36.66637 16.19249 13.54654
H 35.99169 16.90387 12.17142
H 39.06614 15.61842 12.69896
H 37.95854 15.63323 11.34007
H 40.16520 15.62223 10.56889
H 40.71115 16.93548 11.53797
H 38.89238 16.97088 9.14137
H 40.42323 17.66140 9.33661
H 40.96792 19.07802 11.17950
H 40.26141 20.51645 10.22173
H 39.83737 20.40855 11.74810
H 37.68767 18.74192 8.66344
H 37.62534 20.33252 9.54161
H 38.97272 19.81393 8.44859
H 38.48248 19.02280 13.92168
H 39.97541 18.23757 13.30621
H 39.03894 17.38018 14.48091
H 37.63811 19.87113 12.78946
C 36.59980 12.02684 14.67629
C 35.82691 12.22328 13.38045
C 35.32193 10.80195 13.12126
C 34.20786 10.61839 12.09735
C 33.07650 11.63521 12.30277
C 33.46550 13.05570 12.72980
N 34.63328 13.03749 13.64348
O 34.98763 14.30481 14.14095
C 33.79372 13.81438 11.39362
C 32.22605 13.69610 13.34847
C 36.69022 12.74456 12.22673
H 36.82262 13.05152 14.97928
H 37.47721 11.38221 14.66057
H 35.99721 11.66222 15.51168
H 36.14405 10.08035 13.08024
H 34.87883 10.44206 14.06008
H 33.85876 9.59239 12.25293
H 34.66783 10.68499 11.10698
H 32.26204 11.11667 12.81055
H 32.77769 11.63839 11.25012
H 32.85035 14.13860 10.94985
H 34.44027 14.67894 11.56131
H 34.23240 13.25850 10.56120
H 32.40314 14.47379 14.09744
H 31.70300 14.27049 12.58455
H 31.54968 12.98030 13.81511
H 37.36908 11.96485 11.87392
H 37.11281 13.72454 12.43490
H 36.00913 12.74309 11.37362
H 34.66784 14.27198 15.06889
C 29.66503 13.44183 16.13420
O 30.07464 14.45697 16.68974
N 28.47940 13.33423 15.45927
N 30.30210 12.23742 16.18078
H 27.82971 14.09926 15.52097
H 28.25703 12.43200 15.09108
H 31.30952 12.26437 16.18235
H 29.79362 11.39086 16.02143
C 36.26926 10.65760 8.53804
O 35.63836 11.61689 8.96830
N 36.25166 10.24568 7.23568
N 36.95811 9.81414 9.37674
H 37.10844 9.71830 7.15366
H 35.98544 10.89604 6.51605
H 36.82474 10.08189 10.33832
H 37.68505 9.22704 9.01614
C 33.48004 13.12780 16.82031
O 34.00241 14.20734 16.49105
N 33.34937 12.05531 16.01210
N 32.81821 13.04872 17.98529
H 33.71706 12.12205 15.06024
H 33.22085 11.11271 16.34987
H 32.32857 12.27289 18.38804
H 32.87209 13.89071 18.53665
C 27.93171 12.97986 11.35563
O 26.80490 13.42099 11.54557
N 28.75517 12.63219 12.40091
N 28.47551 12.62732 10.16738
H 29.64952 12.21091 12.21927
H 28.39789 12.57637 13.33537
H 27.84560 12.86234 9.41476
H 29.46261 12.44178 10.02027
C 36.05048 8.91763 16.63437
O 34.88781 8.98707 16.20452
N 36.93566 8.06574 16.08441
N 36.46618 9.61270 17.72947
H 37.75322 7.85819 16.62811
H 36.77493 7.75346 15.13752
H 37.42930 9.64596 18.00307
H 35.66631 9.93521 18.24675
C 34.19092 17.69478 16.70349
O 34.35485 18.85774 17.08194
N 34.84779 17.19194 15.63405
N 33.38366 16.84256 17.37670
H 34.69620 16.24684 15.32771
H 35.38538 17.85250 15.10529
H 32.94092 17.26558 18.17107
H 33.12167 15.96466 16.95995
C 41.30819 11.34367 17.41593
O 42.51834 11.22147 17.30339
N 40.41140 11.40360 16.40090
N 40.74306 11.86611 18.58364
H 39.48872 11.76321 16.54680
H 40.70510 10.91871 15.56720
H 41.38193 11.74596 19.35553
H 40.26413 12.74757 18.53267
C 37.07191 7.14032 12.14819
O 37.16646 7.74564 13.23564
N 35.91183 7.12395 11.47388
N 38.11331 6.44761 11.66599
H 35.75771 6.45313 10.74405
H 35.21099 7.77602 11.77947
H 38.80859 6.33423 12.38718
H 37.97997 5.83456 10.88231
C 30.85527 10.15538 9.66490
O 30.85755 11.35557 9.39900
N 31.76993 9.26592 9.24266
N 29.88953 9.61608 10.47544
H 32.57432 9.66850 8.78817
H 31.80790 8.36986 9.68838
H 29.92921 8.65595 10.76113
H 29.16294 10.19294 10.86486
C 35.10680 16.58754 8.85675
O 34.45565 17.54445 8.44629
N 36.10528 16.68197 9.76249
N 34.80524 15.29388 8.53275
H 36.44554 17.61726 9.94500
H 36.44292 15.86975 10.23716
H 33.97652 15.20755 7.96538
H 34.92872 14.53741 9.18331
C 30.87228 9.04805 14.96747
O 30.31499 10.03132 14.47040
N 30.24320 7.98400 15.55182
N 32.21164 8.85587 14.84883
H 29.24215 7.93029 15.53104
H 30.89379 7.31363 15.91160
H 32.69208 9.66191 14.48435
H 32.50166 7.89961 14.78317
C 41.07247 12.92345 12.74960
O 41.84302 12.45288 11.89893
N 40.06282 12.18537 13.26013
N 41.17359 14.18958 13.17417
H 39.66829 11.48975 12.65464
H 39.46624 12.63971 13.94305
H 40.42230 14.44521 13.79937
H 41.99573 14.72156 12.96872
C 38.76699 15.00622 15.98921
O 39.15592 14.08901 15.26135
N 39.59451 15.70891 16.81650
N 37.48781 15.45505 16.02666
H 39.29935 16.42598 17.44856
H 40.52658 15.32498 16.84567
H 37.33179 16.27861 16.57389
H 36.91157 15.09642 15.27820
```

Values from the calculation:
HOMO   -7.5 eV
Energy   -119229.337 eV
Total charge   0
Gap between HOMO and LUMO   6.933 eV

Löwdin atomic charge list, values in e, 6 entries:
1. C -0.0204
2. C -0.4720
3. C -0.1393
4. C -0.1754
5. C -0.1377
6. C -0.4831